1.
Density functional theory data (the ωB97M-V functional and the def2-TZVPD basis) for a 5-piece molecular cluster, C41H75BrN2O16 overall.

```
135
Properties=species:S:1:pos:R:3:forces:R:3
Br 4.2053 0.2675 -0.0590 -0.66 -1.96 -0.88
O 3.7036 4.8128 -1.8838 0.07 0.60 1.60
O 0.3998 -5.2622 -6.7418 -0.07 -1.01 -0.06
O -1.4342 7.5983 3.8810 0.17 -1.49 0.88
O 3.8479 6.4967 -0.3274 -0.06 -0.94 -0.14
O 0.3055 -7.3397 -6.0352 0.02 0.82 -0.73
O 1.6268 -0.8441 1.7541 -1.70 -0.93 -0.42
O -6.7973 6.7662 0.2012 -0.47 0.64 0.86
O -7.8302 8.4502 1.1614 0.54 -0.94 0.00
O 2.5658 -3.6473 -0.5850 -2.06 1.81 -1.57
O -6.9433 6.8019 2.4938 -0.29 0.69 -1.53
O 0.4923 -3.3625 -1.9305 1.41 0.79 -1.13
O -0.2013 -1.1513 -4.4413 -1.00 -0.41 -0.06
O 0.2555 -6.9461 -8.2982 0.08 0.60 1.72
O -2.2313 5.5476 4.5430 0.93 0.69 0.11
O -0.2779 6.2086 5.2989 -0.89 0.09 -0.56
O 3.7536 4.4191 0.3792 -0.04 1.14 -0.83
N -2.9768 4.4765 0.0238 1.18 0.62 -0.35
N 3.8463 -2.3990 0.9760 -0.88 -2.04 -1.97
C 2.5827 -2.3610 0.0842 1.96 1.68 1.11
C 2.4071 0.2189 -3.1463 -0.65 -0.16 0.67
C -0.0333 -4.4845 1.0363 -1.65 -3.93 -2.31
C 0.6217 -0.1431 2.5043 -1.37 1.77 1.48
C 5.4972 -2.4871 3.7321 -0.23 0.14 -0.57
C 0.4252 -0.6606 4.0850 -0.50 0.70 0.24
C -1.3518 -7.2336 -0.6072 2.25 4.08 2.70
C -1.6685 3.6650 0.0573 -0.46 0.29 0.75
C 3.6664 3.0216 0.1082 0.08 0.01 0.08
C -1.3255 6.5574 4.5102 -0.10 0.33 -0.23
C 0.1309 0.7142 4.9848 3.49 0.62 1.62
C 0.4188 -4.3169 -7.8097 0.01 0.38 -0.39
C 1.9229 -3.7010 -1.8820 0.17 -3.25 -1.95
C 0.3142 -6.5557 -7.1427 -0.02 -0.25 -0.49
C -0.9771 -2.2260 -3.7934 -1.67 -0.40 -0.73
C 3.0200 -1.1289 -0.9607 -0.70 -0.77 -0.97
C 0.7606 7.1842 5.3606 0.41 0.35 0.03
C 1.2097 -1.9899 0.9593 0.05 -0.97 -1.33
C 0.1612 -7.2402 0.0473 -2.36 2.76 0.18
C -1.9803 -1.6237 -2.6499 0.39 0.52 0.06
C 3.9174 -3.5542 1.9026 0.80 -0.89 2.25
C -7.1674 7.2898 1.3971 0.10 -0.19 0.31
C -8.2826 9.1171 2.3382 -0.18 0.27 0.43
C 3.7624 5.2031 -0.7282 -0.02 -0.35 -0.26
C -2.2071 -5.8271 -0.4053 3.56 -0.75 1.18
C 1.8382 -0.3021 -1.6620 0.58 1.98 -0.65
C 3.8670 7.4419 -1.3953 0.02 0.34 -0.34
C 1.2192 1.3979 5.7527 -3.55 -1.39 -2.21
C -0.0079 -3.4529 -3.3093 -0.47 -0.40 -1.25
C 3.9306 -2.9713 3.4506 1.03 0.28 -0.98
C 0.2183 -8.7372 -6.3062 -0.03 -0.55 -0.07
C 0.7972 -5.9214 0.8239 -3.14 -0.25 -1.14
C -1.5771 -4.4984 0.3920 1.11 -2.58 -0.77
C 1.9823 -5.3193 -2.3234 0.70 0.09 -0.82
C -0.8678 1.0601 0.5413 -0.25 0.52 0.48
C -2.6254 -3.2250 0.5222 0.36 -0.87 1.25
C -3.3957 5.7779 3.7521 -0.54 0.09 -0.26
C 0.5788 -3.1993 1.8467 -1.18 -0.77 1.05
C -2.0605 2.1943 0.6665 -0.58 0.19 -0.20
C -0.8650 0.0244 1.8532 -0.26 1.20 -0.05
C -6.0851 5.5342 0.2952 0.31 -0.41 0.10
H -1.0169 0.4794 -0.4657 0.51 1.15 1.90
H 0.4890 -3.3164 -7.3743 0.00 -0.32 0.21
H -0.6285 -4.4576 -3.3901 1.16 2.08 0.18
H 0.1540 1.6747 0.5208 -2.05 -1.58 -0.01
H -5.8395 5.2075 -0.7190 -0.19 0.32 0.12
H 0.7887 -0.7934 -1.7592 2.21 0.39 0.11
H 4.7407 7.2832 -2.0357 -0.26 -0.08 0.02
H -0.9772 4.2362 0.8332 -1.15 -1.37 -1.78
H 4.5320 2.6862 -0.4721 -0.35 0.39 -0.01
H 2.1681 0.8071 6.1308 -1.92 1.53 -1.33
H -3.9376 6.6592 4.1105 0.18 -0.09 -0.19
H 0.3849 8.1217 5.7832 0.02 -0.12 -0.23
H 3.2506 -2.0156 3.4635 1.20 -1.96 0.09
H 2.9422 7.3843 -1.9784 0.25 -0.11 0.00
H -7.4359 9.3959 2.9736 -0.17 -0.20 -0.04
H 1.2726 -3.5878 2.7345 -1.30 0.89 -2.18
H 1.2926 -4.4757 -8.4502 -0.26 -0.08 0.03
H 1.4881 0.7304 -3.7002 2.24 -1.19 0.98
H -2.4692 -0.6025 -3.0095 1.08 -2.22 0.52
H 1.0254 0.9750 2.6445 -0.64 -2.52 -0.53
H -0.5059 -4.3746 -8.3929 0.25 -0.12 0.00
H -1.6788 -2.6769 -4.6479 1.52 0.61 1.85
H 2.8123 -5.8928 -1.7164 -1.78 1.19 -1.12
H 3.2637 0.9987 -2.9504 -1.68 -1.54 -0.47
H -0.7145 -8.9716 -6.8292 0.26 0.07 -0.05
H 0.2189 -9.2677 -5.3500 0.02 0.39 -0.06
H -6.7061 4.7641 0.7641 0.19 0.18 0.06
H -2.8618 -2.3640 -2.3736 2.08 1.42 -0.49
H -0.3666 -2.7370 2.4150 2.05 -0.93 -1.32
H 0.9415 -5.8474 -2.2396 2.05 1.16 0.21
H -3.7046 -3.5257 0.1278 2.51 0.67 0.61
H -1.7576 -8.1948 -1.1490 0.78 2.29 1.22
H 4.6068 -2.5947 0.2546 -1.30 0.62 1.18
H 2.2844 -5.3804 -3.4763 -0.57 0.15 2.46
H 4.9655 -4.0930 1.7550 -2.24 0.97 0.26
H 3.0977 -4.3732 1.8422 1.31 1.53 -0.37
H -5.1505 5.6698 0.8490 -0.31 -0.13 0.00
H -1.4110 -0.9866 1.6440 1.17 1.86 0.27
H 2.8433 -0.7037 -3.7595 -1.11 2.05 1.18
H 1.0839 -9.0727 -6.8866 -0.25 0.10 -0.03
H -1.5291 0.5884 2.6698 1.59 -1.35 -1.59
H 2.7336 2.7873 -0.4148 0.25 0.02 -0.08
H -3.1295 5.8885 2.6960 -0.04 0.11 0.22
H 2.5140 -3.1634 -2.7695 -1.21 -0.40 2.25
H 3.7207 -1.5748 -1.8187 -1.51 0.82 2.10
H 1.4080 -1.2123 4.3995 -1.92 1.13 -0.36
H -3.3094 -5.8010 -0.8388 2.58 0.17 1.10
H -1.3183 -1.3485 -1.7171 -1.47 -0.72 -1.67
H -8.7982 10.0313 2.0316 0.17 -0.27 -0.23
H 3.5562 -3.7959 4.1918 0.81 1.62 -1.22
H 0.3695 -1.7599 0.1423 1.77 -0.13 1.77
H -8.9916 8.4901 2.8887 0.27 0.05 -0.02
H 1.1931 7.3510 4.3687 -0.19 0.09 0.16
H -2.2321 -2.2279 0.0558 -0.76 -2.10 0.69
H -1.1842 3.6522 -1.0077 -0.63 -0.28 2.09
H -0.9589 1.1444 4.9568 2.47 -0.51 -0.31
H 6.2613 -3.3563 3.4410 -1.71 1.77 0.99
H 1.8971 -6.0901 1.2567 -2.74 0.65 -1.04
H -0.7338 -0.6929 -5.1553 0.65 -1.07 1.47
H 5.7662 -1.5945 2.9898 -0.77 -1.85 1.63
H 3.6671 2.4912 1.0644 -0.04 0.57 -0.08
H -4.0501 4.9077 3.8525 0.33 0.08 0.13
H 0.8540 -3.5296 -4.1320 -1.68 0.27 1.93
H -3.4130 4.4484 -0.9239 0.67 0.10 1.10
H 3.9372 8.4425 -0.9598 -0.01 -0.34 0.19
H 1.5458 6.8010 6.0180 -0.33 -0.17 -0.10
H 1.6743 0.7069 -1.0447 0.23 -2.35 -1.18
H -2.7773 5.4877 0.2622 -0.26 -1.63 -0.67
H 1.0619 2.5634 5.9497 0.38 -2.96 0.15
H -2.4039 2.3848 1.7939 0.93 -0.47 -2.39
H 5.6375 -2.1087 4.8322 -0.11 -0.86 -2.13
H -2.7532 -3.0364 1.6867 0.22 -0.28 -2.33
H -3.0537 1.8534 0.1041 2.15 0.59 1.13
H -0.5149 -1.3783 4.1662 2.05 1.36 -0.15
H 0.7868 -8.2513 -0.0487 -1.36 2.63 0.32
```
Forces are in eV/Å.

- charge = 0
- structure (SMILES) = C=CC[C@H](CCCCN)O[C@H](Cc1ccccc1C)[C@@](NCCC)(O[C@@H](C)OC[C@@H](C)O)[C@H](Br)CC.COC(=O)OC.COC(=O)OC.COC(=O)OC.COC(=O)OC

2.
Density functional theory data (the ωB97M-V functional and the def2-TZVPD basis) for a 27-piece molecular cluster, C15H77Br2F3O29S overall.

```
127
Properties=species:S:1:pos:R:3:forces:R:3
Br 0.4381 -3.0395 0.7240 0.04 0.21 -0.05
Br -1.7344 -5.3739 1.3687 0.01 0.07 -0.15
S 1.6490 -0.8517 -4.3482 0.38 0.14 0.05
F -0.3415 -4.0515 -1.6282 -0.07 -0.17 0.19
F -3.1780 -3.4101 0.2158 0.35 -0.17 -0.01
F -2.5166 -4.9928 -1.1345 -0.26 0.43 0.18
O 2.3688 0.1959 1.1712 0.03 -0.11 0.02
O -3.3493 -6.1789 4.2386 0.00 0.04 0.03
O -4.0958 1.8295 -1.9007 0.27 -0.20 -0.03
O -0.2985 7.6907 4.3932 -0.20 0.06 0.30
O -0.0797 -8.6948 -3.4537 -0.05 0.07 0.02
O -3.8548 -10.8275 -0.2665 -0.01 0.03 0.03
O 5.1383 -1.1332 -5.0405 -0.04 0.04 -0.07
O 3.2425 6.5329 -2.0888 0.10 0.10 -0.29
O -3.0510 4.5767 -0.7917 -0.16 0.06 0.01
O 2.4601 4.5724 5.3453 -0.04 -0.13 0.04
O 2.1437 -5.7650 1.8734 -0.11 -0.22 -0.08
O 2.9179 10.5804 4.0189 0.01 0.08 0.05
O -5.5067 -0.7860 -2.6974 0.35 -0.10 -0.04
O 0.1671 0.5713 -1.3131 -0.03 0.07 0.06
O -2.8970 -8.1830 -2.0477 -0.05 0.03 0.15
O -0.2346 6.0889 7.5023 -0.12 0.03 -0.09
O -0.2100 3.3673 6.0656 -0.14 0.01 0.23
O 5.5077 5.0002 0.7051 0.17 0.01 -0.08
O 2.0163 6.5851 2.1109 0.00 0.17 -0.23
O -2.0069 3.0050 2.8330 -0.17 -0.15 0.12
O 3.6075 -4.4868 -0.7823 0.13 -0.01 -0.16
O -4.5363 -6.9471 1.4857 -0.10 0.03 -0.12
O 3.7167 4.2935 8.2037 -0.01 0.08 0.04
O -0.8377 2.4638 -1.9597 0.00 -0.22 0.29
O -0.0099 -8.5944 1.5855 0.08 0.15 0.08
O 3.5141 -3.3552 -8.6333 0.07 -0.04 -0.16
O 3.5124 -1.6307 -1.3476 -0.06 -0.15 0.14
O -8.2332 -0.6868 -3.8858 -0.08 -0.02 -0.08
O -7.1320 -6.3947 2.6090 0.00 -0.01 -0.07
C -0.1364 1.8860 -1.1549 -0.31 -0.06 -0.47
C 2.3760 5.2253 1.9056 0.07 0.27 0.01
C -0.3574 -1.5364 -2.2446 -0.14 0.24 0.69
C 2.3308 4.9237 0.4285 -0.12 0.12 0.15
C 0.7824 -1.7964 -5.6047 -0.25 -0.09 -0.02
C 1.7315 -2.8698 -6.1032 -0.50 -0.06 0.04
C 0.9219 5.0084 -0.1311 -0.12 -0.30 -0.08
C 0.4608 0.3566 -3.7402 0.08 -0.02 0.37
C 0.4523 2.4714 0.0836 -0.23 0.09 -0.15
C -1.3648 -1.9695 -1.1770 0.10 -0.40 -0.64
C 2.6168 7.1274 3.2718 -0.41 -0.44 0.31
C -0.3613 -0.0540 -2.4985 -0.06 -0.16 -0.57
C -2.1338 -4.1832 -0.1160 0.27 -0.38 -0.08
C -0.9232 -3.3194 -0.6328 -0.02 0.03 0.21
C -0.0216 3.8924 0.3237 0.49 0.43 0.47
H 2.6715 -2.4530 -6.4387 0.17 -0.07 -0.06
H -3.8608 4.6750 -1.3030 -0.01 -0.06 0.05
H 2.7089 -1.2044 -1.0374 0.01 0.07 -0.15
H 4.0062 5.0545 8.7172 -0.03 0.00 -0.01
H 4.5622 -4.5345 -0.9002 -0.02 -0.01 0.01
H 3.6862 -4.1431 -9.1584 -0.01 0.01 0.01
H 0.3883 -7.8423 1.1344 -0.03 -0.03 -0.07
H 2.2061 8.1111 3.4531 -0.01 0.16 -0.17
H -2.0133 -8.1114 -2.4316 0.12 -0.18 -0.09
H -3.1519 -5.8518 3.3544 -0.20 -0.03 0.10
H 0.9431 5.0800 -1.2175 0.06 -0.06 -0.14
H -0.9391 6.0152 8.1538 0.05 0.00 -0.02
H -0.1888 0.7055 -4.5352 -0.11 -0.08 -0.19
H 3.3307 7.4525 -2.3578 -0.01 -0.01 0.02
H -1.3841 0.2722 -2.6671 -0.15 0.26 0.21
H -2.8022 3.1839 2.3180 0.07 0.12 -0.05
H 1.8950 -3.6092 -5.3250 0.25 -0.03 0.16
H 3.7036 7.1918 3.1710 0.12 -0.02 -0.07
H 3.1586 11.4243 3.6252 -0.04 -0.02 0.00
H -2.9448 -7.4495 -1.4276 0.05 0.01 -0.03
H -9.1466 -0.6761 -3.5830 0.02 -0.04 0.01
H 5.9682 5.6626 1.2303 -0.05 0.00 0.01
H -0.1850 4.0188 1.3890 -0.03 -0.05 0.17
H -4.2068 -6.6038 4.1245 0.04 -0.03 -0.02
H -1.1022 3.7309 6.0202 0.02 -0.04 -0.31
H 1.2457 -3.3845 -6.9256 0.15 -0.06 -0.27
H 1.2446 -5.4161 1.8705 0.06 0.07 0.01
H 3.1473 -0.3733 1.1750 0.01 0.03 -0.04
H -2.6263 3.7976 -1.1657 0.08 0.11 -0.08
H 3.3913 5.0736 2.2673 0.09 -0.19 0.16
H -0.0168 -9.5375 -3.9143 -0.04 0.00 0.04
H 2.9341 5.6636 -0.0734 0.18 0.14 -0.06
H 3.3302 -5.3871 -0.5831 -0.10 0.10 0.19
H 0.7486 -8.2429 -3.6412 -0.03 0.01 0.01
H 3.3347 -2.5786 -1.2324 0.05 0.05 -0.01
H -0.1956 6.8186 3.9998 0.13 0.01 -0.13
H -6.7384 -5.6288 2.1780 0.03 0.03 0.11
H -0.1113 -2.2766 -5.2094 -0.10 0.05 0.18
H 1.6878 4.5843 2.4641 0.09 -0.13 0.21
H -4.2098 0.8744 -1.8077 -0.25 0.04 0.00
H 4.2375 -2.7579 -8.8499 -0.01 0.00 0.06
H -4.6986 -10.5074 0.0645 0.02 -0.01 -0.01
H 5.3543 -0.2948 -5.4599 0.00 -0.01 0.02
H -0.9805 4.0482 -0.1350 -0.29 0.04 -0.09
H 1.7997 -0.1729 0.4868 -0.11 0.08 0.05
H -0.3215 7.5232 5.3450 0.05 -0.07 -0.08
H 1.0626 1.2105 -3.4498 0.09 0.20 -0.05
H 2.3649 6.4881 4.1248 0.27 0.18 0.04
H 2.8569 4.7585 6.2042 0.03 -0.16 0.07
H 0.1769 1.8186 0.9106 0.02 -0.19 0.08
H 5.9478 4.1704 0.9157 -0.03 0.01 0.01
H -0.0722 5.1876 7.1951 0.18 0.00 0.06
H 0.4974 5.9385 0.2383 -0.10 0.21 -0.13
H -1.6419 2.2076 2.4372 0.03 0.03 0.02
H 1.9700 10.6386 4.1791 0.01 -0.06 -0.03
H 4.1416 3.5360 8.6170 0.00 0.00 -0.06
H 1.7317 3.9658 5.5322 0.00 0.15 0.00
H -2.3308 -2.1169 -1.6564 -0.26 0.20 0.09
H 4.1430 6.1912 -2.0723 -0.02 -0.01 0.08
H -8.1031 0.1765 -4.2914 0.01 0.00 0.05
H 0.4599 -1.1514 -6.4163 0.06 0.21 -0.12
H -3.4597 -10.0671 -0.7103 0.04 0.06 -0.13
H -3.1381 1.9521 -1.9308 0.01 -0.01 -0.10
H 0.6381 -1.8153 -1.9189 0.25 -0.16 -0.24
H -5.4100 -7.3477 1.3948 -0.01 0.00 0.12
H -0.5968 -2.0508 -3.1652 0.19 -0.15 -0.16
H -1.4438 -1.2521 -0.3703 -0.14 0.07 0.14
H 1.5343 2.3872 0.0165 0.14 -0.05 -0.01
H -4.3092 -6.6255 0.6079 -0.03 -0.05 -0.01
H -7.9803 -6.0923 2.9474 0.01 -0.03 -0.02
H -0.3404 2.4184 6.1640 0.05 0.01 0.00
H 2.8257 3.9669 0.2564 -0.08 -0.18 -0.07
H -6.2123 -1.4207 -2.8649 -0.14 0.16 0.05
H -0.8577 -8.2713 1.9093 -0.02 -0.12 -0.03
H 2.1085 -6.5291 2.4603 0.02 0.02 0.03
H 4.2850 -0.9727 -4.6176 0.02 -0.04 0.05
H -5.3777 -0.3560 -3.5489 -0.03 0.05 0.04
```
Forces are in eV/Å.

- charge = 0

3.
Density functional theory data (the ωB97M-V functional and the def2-TZVPD basis) for C4H8BrO2SZn as an isolated structure.

```
17
Properties=species:S:1:pos:R:3:forces:R:3
Br -18.4139 -1.6005 8.3016 -0.51 -0.51 0.51
Zn -19.8031 -2.9719 9.7408 0.51 0.51 -0.53
S -12.7990 -2.4346 6.9440 1.16 2.93 -0.59
O -12.1924 -1.0947 7.2010 -1.47 -2.46 -0.10
O -11.9398 -3.4050 6.3072 -0.51 -0.23 -0.10
C -15.1549 -3.4675 6.5378 0.65 1.30 0.22
C -14.9809 -3.3730 8.0968 -0.94 -1.76 -0.72
C -14.4350 -2.2131 6.0351 0.35 -0.20 0.85
C -13.5102 -3.2018 8.4564 -0.14 2.05 -0.80
H -14.8822 -1.2891 6.4017 0.11 -0.01 0.39
H -14.4483 -2.1111 4.9500 0.92 -0.30 0.05
H -16.1777 -3.4114 6.1651 -0.08 -0.46 0.41
H -15.3651 -4.2659 8.5899 -0.03 -0.19 -0.09
H -14.5788 -4.2595 6.0594 -0.45 -0.62 0.34
H -15.6434 -2.5832 8.4511 0.46 0.30 0.01
H -13.4430 -2.3730 9.1612 0.37 -0.33 0.32
H -12.8738 -4.0441 8.7273 -0.41 -0.05 -0.16
```
Forces are in eV/Å.

- 2S+1 = 2
- charge = 0

In eV, the E_tot values for the records above are, in order, -149495.1216 -235254.8860 -137667.2077.
In g mol⁻¹, the molar mass values for the records above are, in order, 931.953 970.621 265.467.